1.
2 unconnected molecules or ions with the total composition C15H20NO4 at a distorted geometry. Source: OMol25; level of theory: the ωB97M-V functional and the def2-TZVPD basis.

Properties
Frontier orbital gap, eV: 6.65
ΔE to the lowest compared entry with this formula, charge and spin, eV: 1.594
Total charge: -1
Electronic energy, eV: -25556.7551
E_LUMO, eV: 2.778

Geometry as XYZ:
```
40
Properties=species:S:1:pos:R:3:forces:R:3
C 0.105 0.917 2.330 -0.48 0.30 -1.01
C -0.672 0.833 1.190 0.44 -0.03 1.75
N -0.852 -0.378 0.412 0.67 1.58 -1.62
C -0.038 -0.406 -0.834 0.92 0.69 -0.16
C 0.236 1.062 -1.318 0.13 0.21 -0.71
C 1.560 1.639 -1.072 -2.45 1.28 -1.38
C 1.785 3.024 -1.488 -2.17 -1.40 -0.03
C 0.677 3.760 -2.114 0.21 -0.25 0.11
C 0.877 5.269 -2.537 -0.66 -0.91 0.49
C -0.635 3.168 -2.380 1.44 -1.78 1.20
C -0.865 1.783 -1.964 2.42 1.29 0.40
C -2.280 -0.711 0.182 -1.16 -1.37 0.50
O -3.217 0.280 0.648 0.43 0.09 -1.05
C -2.586 -2.046 0.999 -0.68 -0.36 3.24
O -2.796 -3.132 0.417 0.44 0.91 -0.89
O -2.633 -1.907 2.291 0.50 0.40 -2.72
H -0.348 1.430 3.217 1.06 0.68 -1.22
H 1.155 0.551 2.400 -1.39 -0.99 0.41
H -1.206 1.784 0.913 -0.58 -1.45 0.70
H -0.519 -1.032 -1.637 0.24 0.68 0.87
H 0.956 -0.894 -0.625 -1.04 0.51 -0.14
H 2.307 0.981 -0.575 -0.53 0.83 -0.47
H 2.779 3.479 -1.279 -1.02 -0.11 -0.36
H 0.079 5.890 -2.036 0.83 -0.54 -0.48
H 0.715 5.350 -3.641 0.40 0.13 0.86
H 1.874 5.654 -2.214 -0.77 -0.32 -0.47
H -1.446 3.751 -2.888 0.97 -0.51 0.59
H -1.836 1.244 -2.091 0.96 0.68 0.00
H -2.535 -0.913 -0.900 0.76 0.14 0.84
H -3.375 0.845 -0.132 0.03 -0.18 0.69
C 2.371 -4.492 1.073 0.19 0.17 -0.29
C 1.180 -3.607 1.359 -0.43 0.28 0.08
O 0.993 -2.583 0.744 0.52 -0.45 0.07
C 0.228 -4.047 2.441 -0.21 0.37 -0.04
H 2.966 -4.050 0.272 -0.05 -0.01 0.05
H 2.993 -4.577 1.966 -0.08 -0.19 0.02
H 2.032 -5.480 0.755 0.05 -0.06 0.18
H 0.756 -4.112 3.396 0.04 -0.21 -0.02
H -0.206 -5.015 2.183 0.08 -0.05 0.12
H -0.579 -3.314 2.534 -0.03 -0.07 -0.08
```
Positions in Å, forces in eV/Å.


2.
A molecular structure, C15H21ClI2N2NdO2P at a distorted geometry. Source: OMol25; level of theory: the ωB97M-V functional and the def2-TZVPD basis.

Properties
Frontier orbital gap (alpha / beta), eV: 6.29 / 6.29
ΔE to the lowest compared entry with this formula, charge and spin, eV: 0.000
Total charge: +2
Electronic energy, eV: -76248.3267
Multiplicity: 4
E_LUMO (alpha / beta), eV: -7.931 / -7.931

Geometry as XYZ:
```
45
Properties=species:S:1:pos:R:3:forces:R:3
I -4.973 -1.131 -2.708 0.48 0.46 0.12
I -4.084 1.429 -2.818 0.11 -0.64 0.12
Nd -1.342 -0.881 -1.548 0.72 0.02 0.53
P 0.126 -1.338 -4.194 -0.59 -1.15 -0.31
C 0.713 -0.257 -5.502 0.20 0.83 0.02
C 1.199 -2.790 -4.335 0.48 -0.38 0.48
H -1.896 -2.738 -4.224 0.20 -0.09 0.12
H -1.344 -2.450 -5.852 0.22 0.04 -0.08
H -2.212 -1.205 -4.982 0.08 0.26 -0.05
C -1.451 -1.980 -4.876 -0.50 -0.08 0.07
H 0.894 -3.564 -3.631 -0.16 0.05 0.10
H 1.243 -3.256 -5.316 -0.27 0.28 -0.27
H 0.795 -0.691 -6.485 -0.14 -0.68 -0.23
H 1.694 0.129 -5.272 0.43 0.08 0.25
H 2.221 -2.529 -4.067 0.08 0.14 0.05
H 0.079 0.608 -5.621 -0.40 0.34 0.09
C 0.557 1.586 -2.791 1.25 3.86 -0.55
O 1.008 2.620 -3.037 -1.47 -3.71 0.74
Cl -1.148 -3.369 -1.232 -0.10 0.71 -0.10
C 1.208 2.300 4.229 0.31 0.32 0.48
N 0.993 1.927 2.830 0.32 0.16 0.71
N 0.298 0.828 2.393 -0.10 -0.16 -0.49
C 0.374 0.796 1.019 -0.17 -0.19 0.87
O -0.263 -0.094 0.273 0.02 0.70 -0.43
C 1.194 1.868 0.682 -0.41 -0.80 -2.51
C 1.555 2.551 1.794 0.29 0.54 0.87
C 2.415 3.767 1.925 0.45 0.61 -0.48
C -0.315 -0.139 3.246 -1.37 -0.20 0.00
C -1.182 0.256 4.275 0.28 0.09 -0.22
C -1.876 -0.723 4.986 0.08 -0.01 0.15
C -1.768 -2.074 4.625 0.21 0.30 -0.08
C -0.979 -2.441 3.528 -0.37 -0.22 0.52
C -0.272 -1.474 2.846 0.70 0.15 -0.69
H 0.722 1.559 4.858 0.30 0.15 0.05
H 0.776 3.303 4.444 0.17 -0.72 -0.30
H 2.297 2.338 4.454 -0.77 -0.17 -0.24
H 1.458 2.054 -0.342 0.20 0.35 0.08
H 1.916 4.654 2.349 -0.14 -0.52 -0.04
H 3.342 3.632 2.506 -0.46 -0.32 -0.10
H 2.736 4.064 0.912 -0.14 -0.16 0.40
H -1.300 1.330 4.481 -0.13 -0.65 0.08
H -2.495 -0.411 5.836 0.20 -0.25 -0.45
H -2.294 -2.835 5.195 0.04 0.18 -0.12
H -0.907 -3.485 3.204 -0.09 0.45 0.20
H 0.287 -1.742 1.943 -0.05 0.04 0.60
```
Positions in Å, forces in eV/Å.


3.
A molecular structure, C15H21MnN3O3 at a distorted geometry. Source: OMol25; level of theory: the ωB97M-V functional and the def2-TZVPD basis.

Properties
Frontier orbital gap (alpha / beta), eV: 2.71 / 4.51
Total charge: -2
Electronic energy, eV: -57826.8195
Multiplicity: 6
E_LUMO (alpha / beta), eV: 5.041 / 5.031

Geometry as XYZ:
```
43
Properties=species:S:1:pos:R:3:forces:R:3
C -0.430 1.052 -2.082 0.23 0.78 -0.26
C 0.968 1.190 -1.845 -0.16 0.95 -0.48
C 1.138 2.015 -0.697 0.06 0.23 -0.39
C -0.151 2.377 -0.218 -0.18 0.40 -0.62
C -1.123 1.778 -1.072 0.16 0.72 -0.56
Mn 0.000 0.000 0.000 1.66 0.93 -0.06
N -1.314 -1.306 0.029 -1.29 -3.13 -0.71
C -0.360 -2.352 -0.494 -0.74 0.03 0.15
C 1.030 -1.694 -0.689 0.06 -0.87 0.17
H 2.092 2.287 -0.242 -0.31 -0.14 -0.11
H 1.767 0.741 -2.436 -0.30 0.02 0.33
H -0.364 2.978 0.667 0.06 -0.25 -0.25
H -2.206 1.848 -0.960 0.54 -0.16 0.04
H -0.891 0.455 -2.872 0.17 0.12 0.37
H 1.394 -1.768 -1.724 0.02 0.01 0.15
H -0.310 -3.194 0.227 0.04 -0.18 -0.20
H -2.289 -1.609 0.024 0.16 -0.09 -0.10
H 1.786 -2.056 0.024 -0.04 -0.17 -0.19
H -0.736 -2.742 -1.460 0.11 -0.24 0.02
C 2.488 1.422 4.857 0.41 0.24 -0.27
C 0.966 1.586 4.976 0.00 0.27 0.12
C 0.030 0.468 4.398 -0.04 -0.02 -0.16
C 0.006 -0.872 5.214 -0.41 -0.23 0.17
C 1.255 -1.749 5.284 0.24 -0.45 -0.14
C -1.396 1.007 4.527 -0.41 0.23 1.26
O -1.826 1.310 5.633 -0.07 0.18 0.48
N -2.216 1.126 3.457 -0.36 0.37 1.99
C -1.824 0.812 2.200 1.09 -0.80 -3.41
O -2.619 0.934 1.286 -1.15 0.45 0.41
N -0.558 0.386 1.937 -0.09 1.14 3.31
C 0.358 0.202 2.920 -0.90 -0.06 -0.93
O 1.460 -0.217 2.604 1.20 -0.20 0.62
H 2.879 0.560 5.413 -0.14 0.14 -0.30
H 2.976 2.320 5.291 -0.30 -0.32 -0.12
H 2.813 1.362 3.800 -0.23 -0.21 0.61
H 0.724 1.743 6.051 -0.14 -0.12 -0.65
H 0.732 2.533 4.439 -0.12 -0.51 0.36
H -0.301 -0.663 6.264 -0.03 0.16 -0.72
H -0.786 -1.513 4.762 0.28 0.51 0.26
H 2.057 -1.283 5.875 -0.12 -0.10 -0.37
H 0.991 -2.684 5.824 0.05 0.42 -0.27
H 1.614 -2.035 4.277 -0.03 0.34 0.56
H -3.178 1.470 3.604 1.02 -0.39 -0.15
```
Positions in Å, forces in eV/Å.


4.
A single C15H21N3O4 molecule at a distorted geometry. Source: OMol25; level of theory: the ωB97M-V functional and the def2-TZVPD basis.

Properties
Frontier orbital gap, eV: 9.78
Structure (SMILES): CNC(=O)[C@@H](Cc1ccccc1)NC(=O)[C@@H](CO)NC(C)=O
ΔE to the lowest compared entry with this formula, charge and spin, eV: 2.925
Total charge: 0
Electronic energy, eV: -28555.5627
E_LUMO, eV: 0.496

Geometry as XYZ:
```
43
Properties=species:S:1:pos:R:3:forces:R:3
C 3.486 2.381 -1.216 -0.77 -1.95 -0.14
N 2.093 1.958 -0.828 2.84 -0.08 1.23
C 0.987 2.333 -1.400 -2.00 3.14 -2.11
O 0.932 3.035 -2.425 0.27 -0.77 0.85
C -0.365 1.818 -0.845 1.37 -0.70 -1.52
C -0.657 0.789 -1.958 0.03 -0.88 -0.33
C 0.306 -0.411 -2.028 -0.20 0.02 -0.80
C -0.112 -1.650 -1.511 4.04 -0.90 -0.11
C 0.885 -2.742 -1.460 -0.37 0.93 -0.90
C 2.100 -2.619 -2.198 -2.65 3.06 0.16
C 2.385 -1.401 -2.932 0.05 -0.56 1.37
C 1.552 -0.287 -2.739 -0.17 -1.51 -0.62
N -0.165 1.115 0.385 1.67 -3.11 -2.54
C -0.515 1.460 1.562 -3.53 3.64 4.02
O -1.276 2.460 1.754 1.75 -1.96 0.12
C 0.005 0.657 2.770 -2.05 -3.16 -0.97
C 1.291 1.135 3.256 0.75 2.31 2.89
O 2.344 0.653 2.569 2.16 0.29 -2.77
N -0.939 0.601 3.857 -2.08 4.59 -2.92
C -0.959 -0.269 4.808 -0.62 -0.15 3.38
C -1.991 0.054 5.889 -0.59 0.79 -0.28
O -0.164 -1.155 4.927 1.50 -2.12 -0.18
H 3.473 2.931 -2.125 -0.45 0.24 -0.90
H 4.140 1.471 -1.367 -0.80 0.94 0.32
H 3.922 3.045 -0.508 0.18 0.24 0.95
H 1.975 1.559 0.085 0.40 -0.26 0.26
H -1.166 2.559 -0.844 0.51 0.06 0.41
H -1.641 0.421 -1.832 -1.14 -0.69 0.53
H -0.737 1.272 -2.922 0.50 0.45 -0.08
H -1.042 -1.797 -1.023 -0.79 0.09 0.30
H 0.651 -3.672 -0.870 0.30 1.09 -0.84
H 2.842 -3.331 -2.192 1.25 -1.83 0.08
H 3.362 -1.329 -3.510 -1.55 -0.03 0.74
H 1.831 0.595 -3.318 -0.43 0.14 0.56
H 0.258 0.169 0.265 -0.33 1.07 0.18
H 0.059 -0.440 2.467 0.55 1.17 0.06
H 1.270 2.260 3.334 0.26 -0.78 -0.71
H 1.520 0.881 4.291 -1.07 -0.28 0.41
H 2.616 -0.174 2.941 0.19 -0.68 0.24
H -1.625 1.386 3.894 0.90 -0.94 -0.24
H -1.990 1.175 6.043 -0.58 -1.18 -0.39
H -2.960 -0.375 5.530 0.50 0.74 0.56
H -1.749 -0.345 6.870 0.20 -0.46 -0.28
```
Positions in Å, forces in eV/Å.


5.
A single C15H22 molecule at a distorted geometry. Source: OMol25; level of theory: the ωB97M-V functional and the def2-TZVPD basis.

Properties
Frontier orbital gap, eV: 9.58
Structure (SMILES): C#CC1=C(C)[C@H]2[C@H](CC)CC[C@H](C)[C@@]12C
Total charge: 0
Electronic energy, eV: -15906.7127
E_LUMO, eV: 0.889

Geometry as XYZ:
```
37
Properties=species:S:1:pos:R:3:forces:R:3
C 2.854 1.368 3.288 2.41 -0.06 2.89
C 2.004 0.968 2.562 -0.91 1.43 -1.01
C 0.992 0.876 1.629 0.98 -5.32 -1.60
C -0.132 1.378 1.210 -3.48 1.25 0.28
C -0.974 2.590 1.777 3.54 -1.23 -1.36
C -0.660 0.106 0.524 -2.59 1.23 -2.00
C -0.932 0.214 -1.002 1.12 2.45 -0.62
C -2.245 0.865 -1.434 -0.79 0.72 1.58
C -2.204 1.603 -2.798 -2.89 0.06 1.96
C -0.774 -1.062 -1.784 -1.49 -1.10 0.17
C 0.544 -1.751 -1.451 -0.27 0.24 0.51
C 1.452 -1.027 -0.451 -1.89 1.85 1.21
C 2.615 -1.912 -0.271 1.86 0.04 1.28
C 0.588 -0.648 0.826 2.95 1.11 1.93
C 0.386 -1.757 1.864 2.17 2.16 1.80
H 3.559 1.485 4.123 -0.65 0.06 -1.11
H -0.799 3.529 1.247 0.06 -0.12 0.16
H -0.613 2.611 2.791 -0.47 0.59 0.56
H -1.949 2.283 1.642 -2.30 -0.31 0.23
H -1.632 -0.274 0.942 0.91 0.07 0.28
H -0.105 0.975 -1.303 -1.10 -1.25 -0.08
H -3.058 0.136 -1.403 0.11 -0.38 -0.17
H -2.593 1.598 -0.614 0.62 -0.67 -1.26
H -3.297 1.821 -3.039 1.33 -0.65 -0.37
H -1.666 1.109 -3.586 0.24 0.13 -0.26
H -1.915 2.569 -2.463 1.26 1.02 -0.76
H -0.954 -0.862 -2.852 0.61 0.05 0.21
H -1.702 -1.734 -1.579 1.55 0.81 0.15
H 0.345 -2.747 -1.033 0.21 0.08 -0.28
H 1.218 -1.827 -2.270 0.02 -0.57 -1.29
H 1.835 -0.051 -0.788 -0.43 -0.28 -0.50
H 3.392 -1.444 0.448 -1.06 -0.83 -1.23
H 3.066 -2.061 -1.309 -0.32 -0.34 1.64
H 2.192 -2.809 0.225 0.97 -0.11 -0.62
H 0.217 -2.623 1.351 -1.55 -2.51 -1.26
H -0.415 -1.399 2.563 0.78 -0.91 -0.45
H 1.357 -2.095 2.419 -1.52 1.28 -0.56
```
Positions in Å, forces in eV/Å.


- Look up the electronic energy of the second one.
  -76248.3267 eV